A cluster of 7 separate species, C30H82O26P7 in total in a non-equilibrium geometry. Source: the Open Molecules 2025 dataset; level of theory: ωB97M-V/def2-TZVPD.

Each line ends with the Mulliken charge.
Element x y z (Å)
H 3.954388 6.573924 -0.600363  0.33
H -5.320948 -5.469399 2.429619  0.31
C 7.660156 -4.536545 -8.606567  -0.73
H 2.425067 -9.258216 3.809086  0.25
H 5.326284 -2.176629 -3.828924  0.19
H 0.377635 -1.570490 -1.112938  0.38
C 10.968259 -2.366179 -7.708583  -0.64
H -6.074453 -4.027667 6.440304  0.24
H 4.454767 0.760209 -4.381158  0.28
H -9.237347 0.211513 1.979791  0.30
C -8.264681 0.395127 1.521056  -0.63
O -4.917326 -4.359635 4.777155  -0.31
H -4.251501 2.957495 5.195871  0.32
O -10.127163 1.349888 -0.212342  -0.31
H 3.665184 -2.509504 -4.352851  0.34
O 2.819410 1.005935 -3.121764  -0.29
C -0.998134 1.649148 2.567897  -1.24
O -2.851045 3.151030 -1.693106  -0.52
H -0.520541 3.549477 1.494364  0.03
H -2.959596 0.115042 -2.735009  0.05
H 2.358941 -3.839821 -0.707648  -0.16
C 9.224303 -1.787758 -4.411246  -0.58
H 5.148107 2.731938 -0.480350  0.34
H -1.996454 3.631385 0.023402  -0.60
P 8.811218 -3.331013 -6.527981  1.08
H -2.105022 1.851301 -3.241644  -0.06
H -2.334527 0.263645 1.619183  0.57
O 1.837204 -2.161385 -2.483081  -0.27
H 0.977950 -4.570095 4.689141  0.32
H -5.500678 1.904462 3.278267  0.24
O 10.416005 -3.068717 -6.600404  -0.31
O 1.748875 -0.716318 -4.280117  -0.75
H -2.552733 3.940406 2.071333  -0.62
H -10.867028 1.393223 -2.154794  0.33
O 2.656092 -7.718794 2.511528  -0.47
H 0.918156 -8.714313 3.063875  0.27
C 1.864999 -8.379996 3.485450  -0.58
H -3.994992 0.303074 3.053940  0.16
H 3.749297 2.381280 -4.280796  0.23
O -8.078415 1.202104 -1.481371  -0.64
H -4.851606 -6.673901 3.663635  0.26
C -2.965804 4.827803 2.557878  0.91
O -4.611285 -2.962091 2.939143  -0.59
H -4.155230 -6.746770 2.037879  0.26
H 2.969942 7.258473 0.725083  0.27
C -3.241254 4.472114 4.033911  -0.68
H -2.926265 1.194027 4.151216  0.53
H -2.718845 1.962421 1.210503  -0.44
C -1.624408 3.381777 -0.991160  0.68
H 11.248231 -3.065343 -8.496032  0.23
H 6.375834 7.883332 2.989144  0.23
H 1.691222 -7.741386 4.351745  0.26
C -2.257694 -3.281155 1.587544  -0.75
C -2.118536 6.093656 2.358602  -1.61
C -11.153180 1.703394 -1.147390  -0.78
O -8.178346 1.745149 1.077421  -0.24
C 0.482247 -2.217830 -1.982724  -0.97
C 6.393357 6.836022 2.694216  -0.78
H -1.140737 2.181738 3.526278  0.51
P 5.046403 4.987303 1.351171  0.98
H -8.097961 -0.306934 0.703179  0.34
H 1.188239 2.380556 -0.043592  -0.32
C 1.124961 -4.567114 3.609644  -0.54
H -4.458952 -3.305151 6.517159  0.31
H 7.812255 -4.809917 -9.648645  0.23
C -4.521854 2.391217 3.122527  0.55
H 9.187463 -1.811336 -3.321594  0.27
O 7.999336 -2.084791 -6.817072  -0.61
H -1.204964 6.095019 2.971138  0.29
O 0.654735 -6.786444 1.479028  -0.64
O 2.012472 -4.835967 1.059575  -0.23
H -12.066812 1.184724 -0.861672  0.22
H -3.939403 5.012962 2.070200  0.24
H -2.698373 7.018511 2.471282  0.45
C -4.397395 3.462626 4.229592  -1.20
H 3.342522 -5.294282 -0.482167  0.38
H 10.271509 -1.622966 -8.099053  0.34
O 8.827795 -3.073087 -4.867064  -0.45
H 8.538717 -1.017801 -4.760170  0.28
H -2.350181 -4.310584 1.240699  0.36
O 4.756920 3.356387 1.469539  -0.45
O -2.278108 -3.211986 3.011252  -0.29
H -5.570931 3.935537 -0.450247  0.24
H -3.815213 1.091337 -1.009959  -0.23
H -3.037368 -2.659415 1.151831  0.43
O 2.086505 -5.577538 3.301648  -0.39
H -3.422646 5.411561 4.585982  0.42
H -5.341979 4.029272 4.242911  0.36
C 4.365679 2.687192 0.275110  -0.48
H -0.218422 -1.910785 -2.759672  0.47
H 7.546173 -5.446535 -8.017881  0.31
H -1.771506 6.092445 1.310313  0.34
C -0.808398 2.045455 -0.839520  -0.19
C 2.351418 -4.863183 -0.339445  -0.55
H -4.204562 1.680944 -2.816092  -0.03
H 10.244700 -1.557087 -4.717871  0.27
H -5.932727 2.512948 0.529654  0.01
H 7.315688 6.635198 2.145105  0.33
C -6.147809 3.011151 -0.412756  -0.36
P -8.633436 2.125632 -0.435475  1.07
H 3.434486 3.093942 -0.116560  0.13
H -1.290807 -2.892644 1.265057  0.21
H 2.901096 1.126863 -5.191515  0.32
O 3.498605 5.271162 0.967059  -0.10
H 1.608133 -5.439728 -0.893782  0.42
H 0.830653 2.688131 2.212454  0.34
H 0.398122 0.829236 0.454722  0.07
O -3.398941 -5.268696 3.216864  -0.21
H 11.866643 -1.856837 -7.360773  0.27
C 0.254471 1.913189 0.295089  -0.11
C -0.122973 2.542069 1.668411  -0.20
H -5.719481 -2.574774 5.482557  0.30
H 6.352363 6.217767 3.591256  0.32
O 8.805571 -3.789614 -8.168255  -0.28
P 2.031609 -6.318329 1.860181  1.13
C -5.308154 -3.511135 5.865256  -0.75
O 5.255524 6.588732 1.856086  -0.31
H 2.254290 6.107982 -0.413126  0.22
H -1.101689 4.267127 -1.383537  0.27
H 4.202708 1.639943 0.530817  0.28
H -7.490944 0.244138 2.273359  0.17
P -2.938916 1.444717 -2.128953  -0.33
C 3.517986 1.315443 -4.314770  -0.75
H -0.463634 0.721419 2.831658  0.31
O 3.915361 -1.056626 -2.874190  -0.33
O -7.536309 3.367897 -0.496955  -0.52
O 5.978977 5.019870 0.171551  -0.65
H 6.759606 -3.924930 -8.525806  0.33
H -11.338682 2.778191 -1.128269  0.32
O -1.637930 0.923854 -1.084980  -0.01
C -2.411536 1.283983 2.013647  0.61
H -5.839476 2.388119 -1.249430  0.40
C -3.456251 1.255440 3.189848  -0.77
P -3.655946 -3.768544 3.793069  0.95
C 3.164621 6.370206 0.124288  -0.67
H -4.555015 2.793795 2.106063  -0.57
H 0.167045 -4.761880 3.124996  0.25
C 4.294252 -2.278692 -3.491625  -0.59
C -4.502740 -6.075043 2.822279  -0.71
H 1.500674 -3.588451 3.313202  0.24
H 0.263356 -3.243447 -1.689482  0.28
H -2.299729 4.076902 4.458380  0.22
H -0.166984 2.059703 -1.757609  0.37
P 2.349963 -0.593405 -2.895702  1.31
H 4.248179 -3.092676 -2.766540  0.15

Forces on the atoms, in the same order (eV/Å):
0.08 -0.05 0.09
0.05 0.11 0.09
-0.19 0.21 -0.23
0.18 0.12 -0.15
-0.01 0.17 0.07
-0.21 -0.08 0.01
0.24 -0.13 -0.36
0.03 -0.08 -0.07
-0.06 -0.06 0.00
-0.02 -0.05 -0.06
-0.18 -0.16 0.21
2.73 0.60 2.56
-0.32 0.13 -0.17
-0.42 3.45 -0.14
-0.12 0.09 0.08
-1.12 0.26 3.70
-0.51 0.74 -0.13
1.24 -0.44 0.79
-0.18 -0.27 0.23
-0.14 -0.15 0.57
-0.01 0.00 0.11
0.26 0.57 0.15
0.03 0.22 0.08
0.57 0.40 -0.10
1.82 8.72 -1.50
0.38 -0.22 0.11
-0.19 0.43 -0.36
-0.35 1.86 3.37
0.10 -0.11 0.00
0.20 0.25 -0.09
-0.11 -0.57 0.36
-0.88 0.32 0.74
0.14 0.36 -0.04
0.02 0.05 0.01
2.45 1.41 -2.21
-0.01 0.20 -0.09
-0.43 -0.29 0.42
0.09 0.26 0.32
-0.07 -0.03 0.27
-1.07 1.00 -0.13
-0.09 0.04 -0.03
-0.86 0.33 0.49
0.24 0.69 1.21
0.17 0.08 0.03
0.06 0.03 -0.03
0.54 0.15 -0.18
-0.25 0.19 -0.10
-0.02 -0.31 0.12
-1.94 -0.53 1.84
-0.05 0.06 -0.06
-0.11 -0.02 -0.06
-0.03 0.07 -0.11
-0.08 -0.13 -0.71
0.39 -0.61 -0.87
-0.05 -0.27 -0.21
-0.24 0.31 -0.11
-0.35 -0.14 -0.15
0.27 0.20 -0.15
0.11 -0.08 -0.26
-1.60 0.68 -7.50
-0.03 0.09 -0.06
-0.20 -0.21 -0.04
-0.05 0.37 -0.04
-0.11 0.01 0.12
0.11 0.05 0.03
-0.01 -0.79 0.95
-0.02 -0.28 -0.04
-0.89 -1.04 0.08
-0.35 0.13 0.06
1.19 -0.14 -0.69
3.06 -1.84 -0.44
0.07 -0.02 0.08
0.26 -0.13 0.03
0.16 -0.25 0.36
0.26 0.40 -0.65
0.00 0.07 -0.10
-0.11 -0.09 0.05
-0.57 -3.80 -0.04
-0.01 -0.13 -0.19
-0.04 0.01 0.09
0.84 1.37 3.36
1.20 0.06 3.71
-0.28 0.10 -0.06
0.17 0.12 0.11
-0.10 -0.03 0.19
0.32 -0.30 -0.16
-0.16 -0.34 -0.05
0.20 -0.16 0.19
-0.21 -0.34 -0.73
0.03 0.10 0.05
-0.05 -0.06 -0.13
-0.06 0.10 0.29
1.72 0.25 -2.79
-0.22 0.12 -0.27
0.44 0.53 -0.47
-0.05 -0.02 -0.07
-0.17 -0.10 -0.05
-0.03 -0.04 0.01
0.88 -0.32 -0.03
5.44 -5.49 0.52
0.08 0.09 0.03
0.06 -0.01 0.28
-0.07 -0.18 0.12
0.24 -0.20 0.34
0.03 -0.03 0.04
-0.28 0.08 -0.14
0.22 0.30 -0.20
0.49 0.19 0.45
-0.04 -0.08 0.16
-1.46 0.20 0.60
0.98 -0.73 -0.10
0.05 0.00 -0.01
0.07 0.11 0.06
-0.38 -3.40 1.76
-6.62 0.41 3.79
-0.32 0.11 -0.10
0.08 -2.28 2.70
0.02 -0.13 0.08
0.31 -0.51 -0.09
0.02 0.12 0.28
0.05 0.12 -0.05
-2.25 -1.26 -1.38
0.35 0.05 -0.50
0.00 0.26 -0.20
-0.08 0.28 0.67
-3.65 1.34 0.02
0.32 -0.13 1.36
0.02 0.00 0.05
-0.14 -0.03 -0.05
0.73 1.49 1.00
0.59 -0.27 1.33
-0.17 -0.06 0.01
-0.22 -0.32 -1.44
-4.03 -1.20 -7.95
-0.19 0.34 0.03
0.09 0.16 0.30
0.07 -0.03 -0.07
0.13 -0.40 0.20
-0.19 -0.36 0.16
-0.06 0.00 -0.05
0.15 -0.02 -0.06
-0.29 0.00 -0.10
0.06 0.17 0.37
2.55 -2.00 -8.45
-0.05 -0.07 -0.09

Output
**Gap between HOMO and LUMO**: 2.5 eV
**HOMO energy**: -3.84 eV
**Electronic energy**: -5537.6321 Ha
**Net charge**: -1